Record 1
Computed, not measured: C12H11ISi in the gas phase at a distorted geometry, with the ωB97M-V functional and the def2-TZVPD basis.

## Properties
HOMO-LUMO gap in Ha: 0.2642
Multiplicity: 1
HOMO in eV: -8.11
Total charge: 0

Positions of all 25 atoms, in Å:
C: 2.680 0.530 -1.692
C: 2.656 -0.547 -2.614
C: 1.650 0.628 -0.810
C: 1.632 -1.430 -2.580
C: 0.564 -0.202 -0.846
C: 0.566 -1.264 -1.762
C: -1.765 -0.010 -0.235
C: -2.805 0.579 0.455
C: -0.401 -0.057 0.280
C: -0.152 -0.036 1.649
C: -2.435 1.132 1.776
C: -1.417 0.199 2.467
Si: 1.338 0.447 2.681
I: 2.665 -1.745 2.577
H: 3.447 1.238 -1.579
H: 3.327 -0.720 -3.382
H: 1.547 1.469 -0.093
H: 1.565 -2.183 -3.412
H: -1.909 -0.259 -1.271
H: -3.681 1.014 0.109
H: -2.172 2.106 1.562
H: -3.385 1.183 2.330
H: -2.011 -0.780 2.707
H: -1.240 0.649 3.457
H: -0.265 -1.939 -1.771

---

Record 2
Computed, not measured: a molecular structure, C9H13Cl12NO3 at a distorted geometry, with the ωB97M-V functional and the def2-TZVPD basis.

## Properties
HOMO-LUMO gap in Ha: 0.3240
Multiplicity: 1
HOMO in eV: -8.93
Total charge: 0

Positions of all 38 atoms, in Å:
C: 20.798 8.385 21.103
C: 21.903 9.286 20.905
N: 22.793 9.985 20.756
H: 21.205 7.378 21.012
H: 20.192 8.472 20.201
H: 20.233 8.468 22.032
C: 15.962 -0.018 25.284
O: 15.650 1.074 24.577
C: 16.290 2.263 24.791
O: 17.317 2.440 25.404
O: 15.524 3.247 24.225
C: 16.050 4.486 24.329
H: 15.095 -0.670 25.385
H: 16.165 0.195 26.334
H: 16.742 -0.622 24.819
H: 15.328 5.244 24.027
H: 16.888 4.733 23.677
H: 16.418 4.668 25.338
C: 16.938 3.582 20.615
Cl: 17.029 3.449 22.420
Cl: 18.272 4.590 19.962
Cl: 15.383 4.106 19.979
H: 17.053 2.619 20.119
C: 20.663 5.699 19.091
Cl: 19.506 5.850 17.766
Cl: 19.932 6.131 20.711
Cl: 22.219 6.545 18.773
H: 20.928 4.657 19.270
C: 17.758 6.421 21.679
Cl: 16.812 7.005 20.332
Cl: 16.737 5.814 23.002
Cl: 18.792 7.727 22.359
H: 18.404 5.634 21.290
C: 15.600 9.034 21.092
Cl: 14.627 7.847 21.810
Cl: 16.910 9.406 22.216
Cl: 14.630 10.497 20.588
H: 16.162 8.779 20.194

---

Record 3
Computed, not measured: a molecular structure, C5H12O2, with the ωB97M-V functional and the def2-TZVPD basis.

## Properties
HOMO-LUMO gap (alpha / beta) in Ha: 0.3002 / 0.2978
Multiplicity: 1
HOMO (alpha / beta) in eV: -7.64 / -7.58
Total charge: 0

Positions of all 19 atoms, in Å:
C: -0.313 1.101 -2.519
O: -0.387 0.249 -1.517
C: 0.199 0.404 -0.361
C: 0.072 -0.705 0.637
C: 1.269 -0.690 1.589
C: -1.244 -0.607 1.429
O: -2.387 -0.753 0.619
H: -0.183 2.153 -2.284
H: 1.645 0.876 -2.253
H: -0.856 0.780 -3.397
H: 1.873 0.651 -1.531
H: 0.421 1.425 -0.051
H: 0.047 -1.652 0.084
H: 1.201 -1.510 2.312
H: 1.309 0.250 2.155
H: 2.208 -0.791 1.038
H: -1.290 -1.417 2.164
H: -1.260 0.347 1.985
H: -2.323 -0.111 -0.101

---

Record 4
Computed, not measured: 3 unconnected molecules or ions with the total composition C4H16NO2 at a distorted geometry, with the ωB97M-V functional and the def2-TZVPD basis.

## Properties
HOMO-LUMO gap in Ha: 0.4132
Multiplicity: 1
HOMO in eV: -14.19
Total charge: +1

Positions of all 23 atoms, in Å:
C: -2.230 -1.335 -0.008
C: -0.728 -1.532 -0.184
C: -0.024 -1.903 1.129
C: 1.492 -1.642 1.143
N: -0.129 -0.132 -0.673
H: -2.484 -2.343 0.361
H: -2.482 -0.548 0.686
H: -2.781 -1.361 -0.948
H: -0.491 -2.174 -1.029
H: -0.203 -2.951 1.344
H: -0.552 -1.367 1.924
H: 1.874 -2.209 1.992
H: 1.799 -0.625 1.358
H: 1.946 -2.034 0.232
H: 0.490 -0.448 -1.419
H: 0.425 0.417 0.017
H: -0.798 0.413 -1.201
H: 0.188 5.722 -2.104
H: 0.360 4.601 -3.074
O: 0.162 4.733 -2.149
H: 0.877 2.703 1.200
H: 2.109 2.106 0.681
O: 1.178 1.909 0.723

---

Record 5
Computed, not measured: a gas-phase ion, C6H8Br2N3 (charge +1) at a distorted geometry, with the ωB97M-V functional and the def2-TZVPD basis.

## Properties
HOMO-LUMO gap in Ha: 0.2735
Multiplicity: 1
Structure (SMILES): C/[N+](N=C=C(Br)Br)=N\C1CC1
HOMO in eV: -12.78
Total charge: +1

Positions of all 19 atoms, in Å:
C: -1.877 1.851 -0.140
N: -0.526 1.197 -0.241
N: 0.509 2.080 -0.568
C: 1.655 1.799 -0.868
C: 2.787 1.177 -1.098
Br: 3.677 1.004 -2.763
Br: 3.717 0.549 0.509
N: -0.157 0.051 0.035
C: -0.855 -0.938 0.527
C: -0.269 -2.338 -0.008
C: 0.042 -1.868 1.369
H: -2.073 1.807 0.905
H: -1.903 2.667 -0.712
H: -2.671 1.141 -0.548
H: -1.918 -1.030 0.767
H: 0.426 -2.353 -0.776
H: -1.189 -3.055 -0.074
H: -0.277 -2.426 2.247
H: 0.902 -1.315 1.437

---

Relative energy (zero: lowest compared OMol25 entry of this formula, charge and spin) for the records above, in order: 0.000; 19.151; 5.022; 0.930; 1.650 eV